Arrangement A

This record from OMol25 describes one molecule with the formula C16H18N2O3. The level of theory is ωB97M-V/def2-TZVPD.

Last column: Löwdin charge in e.
Positions of all 39 atoms, in Å:
O  1.248  2.273  -0.158  0.0403
C  1.335  1.058  -0.450  -0.2675
C  -0.220  0.433  -0.118  -0.2271
C  -1.286  0.983  -0.410  -0.0546
C  -2.266  0.139  -0.314  -0.0256
C  -3.678  0.069  -0.057  -0.0481
C  -4.425  -1.355  -0.136  -0.0035
C  -5.686  -1.461  -0.171  -0.0840
C  -6.481  -0.182  -0.057  -0.0947
C  -5.920  0.897  0.112  -0.0448
C  -4.469  1.081  0.261  -0.4473
O  -4.007  2.130  0.503  0.2136
O  -1.632  -1.096  0.405  -0.0032
N  -0.252  -0.794  0.165  0.1306
N  2.432  0.477  -0.871  -0.0764
C  2.409  -1.068  -1.101  -0.0696
C  2.779  -1.899  0.205  -0.1732
C  4.086  -1.252  0.648  -0.2624
C  4.015  0.057  1.378  -0.2119
C  4.147  1.481  0.457  -0.0171
C  3.413  1.219  -1.027  -0.2119
H  -1.524  1.775  -0.746  0.0591
H  -3.749  -2.142  -0.419  0.1044
H  -6.192  -2.356  -0.157  0.0800
H  -7.542  -0.357  -0.179  0.1137
H  -6.427  2.011  0.477  0.1995
H  -3.056  2.150  0.612  0.1426
H  3.073  -1.373  -2.059  0.1551
H  1.326  -1.418  -1.456  0.1326
H  2.877  -2.982  0.025  0.1227
H  2.030  -1.753  0.789  0.0123
H  5.019  -1.136  -0.089  0.1496
H  4.442  -1.936  1.625  0.1521
H  4.716  0.042  2.268  0.1033
H  2.934  0.119  1.891  0.1403
H  5.265  1.400  0.136  0.1212
H  3.759  2.152  1.048  0.0152
H  3.319  1.932  -1.444  -0.0128
H  4.191  0.683  -1.586  0.1477

Charge = 0
HOMO-LUMO gap = 8.553 eV
LUMO level = 0.145 eV
HOMO level = -8.408 eV

---

Arrangement B

This record from OMol25 describes one molecule with the formula C16H18N2O3. The level of theory is ωB97M-V/def2-TZVPD.

Last column: Löwdin charge in e.
Positions of all 39 atoms, in Å:
C  3.146  1.955  1.638  -0.0953
C  4.546  1.829  1.052  -0.2388
C  4.851  0.403  0.597  -0.1899
N  3.993  -0.015  -0.492  0.0666
C  3.109  -1.019  -0.370  -0.4864
O  2.996  -1.718  0.612  0.0809
C  2.249  -1.267  -1.624  -0.0608
O  0.880  -1.354  -1.260  0.0186
C  0.359  -0.237  -0.733  -0.4093
O  0.985  0.796  -0.663  0.1103
C  -1.034  -0.453  -0.277  -0.0400
C  -1.408  -1.709  0.141  0.0640
C  -2.725  -1.931  0.600  -0.3131
C  -3.136  -3.293  1.060  -0.0328
N  -3.619  -0.980  0.642  0.1585
C  -3.290  0.262  0.240  -0.2128
C  -4.286  1.259  0.299  -0.0157
C  -4.008  2.538  -0.096  -0.0788
C  -2.729  2.871  -0.566  -0.0740
C  -1.740  1.927  -0.638  -0.0156
C  -1.989  0.601  -0.234  -0.0838
H  3.034  1.293  2.494  0.0798
H  2.960  2.976  1.963  0.0703
H  2.393  1.688  0.900  0.0455
H  5.289  2.114  1.801  0.1050
H  4.653  2.509  0.203  0.1035
H  4.684  -0.303  1.413  0.1204
H  5.895  0.329  0.270  0.1173
H  3.930  0.613  -1.278  0.1442
H  2.497  -2.242  -2.049  0.1416
H  2.387  -0.477  -2.370  0.1286
H  -0.697  -2.519  0.135  0.1308
H  -4.175  -3.274  1.375  0.0768
H  -2.511  -3.611  1.892  0.0829
H  -3.015  -4.013  0.253  0.0819
H  -5.260  0.973  0.661  0.1104
H  -4.771  3.300  -0.051  0.1023
H  -2.526  3.886  -0.875  0.1029
H  -0.757  2.191  -0.993  0.1040

Charge = 0
HOMO-LUMO gap = 8.599 eV
LUMO level = -0.189 eV
HOMO level = -8.789 eV

---

Of them, arrangement B has the highest stability.

---

Arrangement A

This record from OMol25 describes an isolated ion of composition C4H8NOS and charge -1. The level of theory is ωB97M-V/def2-TZVPD.

Last column: Löwdin charge in e.
Positions of all 15 atoms, in Å:
C  -2.124  -0.089  -0.442  -0.0174
C  -0.968  0.532  -1.211  -0.5677
O  -1.185  1.296  -2.142  -0.0078
N  0.275  0.199  -0.820  0.0585
C  0.736  -0.508  0.396  -0.3189
C  1.963  0.097  1.025  -0.8434
S  2.467  -0.742  2.524  0.0939
H  -2.574  0.610  0.263  0.0826
H  -2.957  -0.258  -1.134  0.0741
H  -1.872  -1.047  -0.003  0.0653
H  0.975  0.709  -1.322  0.1272
H  0.853  -1.587  0.243  0.0965
H  -0.123  -0.453  1.063  0.0836
H  1.767  1.144  1.287  0.0348
H  2.767  0.099  0.272  0.0387

Charge = -1
HOMO-LUMO gap = 6.201 eV
LUMO level = 3.579 eV
HOMO level = -2.622 eV

---

Arrangement B

This record from OMol25 describes an isolated ion of composition C4H8NOS and charge -1. The level of theory is ωB97M-V/def2-TZVPD.

Last column: Löwdin charge in e.
Positions of all 15 atoms, in Å:
C  -0.420  0.760  -2.063  -0.0988
N  -1.111  0.935  -0.782  -0.0199
C  -0.875  0.141  0.355  -0.4857
O  -1.804  0.031  1.137  0.0301
C  0.468  -0.528  0.455  -0.2745
C  0.783  -0.794  1.949  -0.7288
S  2.404  -1.720  1.986  0.0231
H  -0.338  1.640  -2.695  0.0701
H  -0.779  -0.123  -2.588  0.0752
H  0.612  0.601  -1.733  0.0630
H  -1.890  1.560  -0.729  0.1080
H  1.267  0.113  0.042  0.0856
H  0.714  -1.410  -0.136  0.0836
H  0.964  0.185  2.399  0.0363
H  0.003  -1.390  2.404  0.0327

Charge = -1
HOMO-LUMO gap = 5.670 eV
LUMO level = 3.308 eV
HOMO level = -2.362 eV

---

Of them, arrangement A has the highest stability.

---

Arrangement A

This record from OMol25 describes C4H5N2 as an isolated structure. The level of theory is ωB97M-V/def2-TZVPD.

Last column: Löwdin charge in e.
Positions of all 11 atoms, in Å:
C  -0.700  1.659  0.389  0.1320
C  0.436  1.021  0.936  -0.0812
C  -0.747  0.766  -0.588  0.3367
C  0.200  -0.240  -0.786  -0.2411
N  0.951  -0.037  0.372  0.1683
N  -0.408  -1.952  -0.651  0.1542
H  -1.256  2.381  0.807  0.1142
H  0.831  1.229  1.896  0.1449
H  0.771  -0.187  -1.655  0.1528
H  0.400  -2.531  -1.024  0.1002
H  -0.477  -2.109  0.305  0.0192

Charge = +1
HOMO-LUMO gap (spin up / spin down) = 6.855 / 6.853 eV
LUMO level (spin up / spin down) = -8.358 / -8.360 eV
HOMO level (spin up / spin down) = -15.214 / -15.213 eV

---

Arrangement B

This record from OMol25 describes an isolated ion of composition C4H5N2 and charge +1. The level of theory is ωB97M-V/def2-TZVPD.

Last column: Löwdin charge in e.
Positions of all 11 atoms, in Å:
C  0.343  -0.024  1.728  0.0200
N  0.046  -0.290  0.388  0.1434
C  -0.110  -0.551  -0.740  0.1346
C  -0.650  -0.582  -2.073  -0.1730
C  -0.947  0.822  -2.592  0.0359
N  -1.908  0.258  -2.023  0.1940
H  1.189  0.651  1.863  0.1284
H  0.738  -0.943  2.072  0.1055
H  -0.703  0.161  1.994  0.1369
H  -0.581  -1.447  -2.775  0.1571
H  -0.545  1.746  -2.807  0.1174

Charge = +1
HOMO-LUMO gap = 10.936 eV
LUMO level = -4.617 eV
HOMO level = -15.553 eV

---

Arrangement C

This record from OMol25 describes an isolated ion of composition C4H5N2 and charge +1. The level of theory is ωB97M-V/def2-TZVPD.

Last column: Löwdin charge in e.
Positions of all 11 atoms, in Å:
C  1.623  -0.151  0.839  0.2755
C  1.179  -0.462  -0.346  -0.4073
C  -0.340  0.141  -0.513  0.2123
C  -2.204  0.762  0.896  0.1667
N  -1.238  0.543  0.142  0.0723
N  1.551  -1.128  -1.435  0.1357
H  1.272  0.103  1.826  0.0779
H  -2.819  -0.003  1.276  0.1181
H  -2.275  1.735  1.255  0.1041
H  2.516  -1.414  -1.429  0.1345
H  1.102  -0.883  -2.285  0.1102

Charge = +1
HOMO-LUMO gap (spin up / spin down) = 7.626 / 6.963 eV
LUMO level (spin up / spin down) = -6.056 / -7.020 eV
HOMO level (spin up / spin down) = -13.682 / -13.983 eV

---

Of them, arrangement B has the highest stability.

---

Arrangement A

This record from OMol25 describes an isolated ion of composition C4H5N2 and charge +1. The level of theory is ωB97M-V/def2-TZVPD.

Last column: Löwdin charge in e.
Positions of all 11 atoms, in Å:
N  0.976  0.115  0.743  0.2292
C  0.105  -0.164  -0.191  -0.0756
C  -1.248  0.416  -0.696  -0.1002
C  -1.695  -0.597  -1.589  0.0230
C  -0.985  -1.661  -1.582  0.0047
N  0.254  -1.520  -1.027  0.1049
H  1.153  1.013  1.216  0.1704
H  1.794  -0.532  0.930  0.1849
H  -1.070  1.189  -1.483  0.1578
H  -1.923  0.739  0.156  0.1689
H  0.809  -2.180  -0.508  0.1319

Charge = +1
HOMO-LUMO gap (spin up / spin down) = 7.437 / 7.450 eV
LUMO level (spin up / spin down) = -6.272 / -6.273 eV
HOMO level (spin up / spin down) = -13.710 / -13.723 eV

---

Arrangement B

This record from OMol25 describes an isolated ion of composition C4H5N2 and charge +1. The level of theory is ωB97M-V/def2-TZVPD.

Last column: Löwdin charge in e.
Positions of all 11 atoms, in Å:
C  1.500  -1.634  1.178  0.2224
N  0.422  -0.747  1.026  0.1362
C  -0.379  -0.307  0.156  -0.1814
C  -1.647  -0.248  -0.360  0.2037
C  -0.823  0.815  -0.711  -0.1174
N  -0.264  1.934  -1.031  0.2134
H  1.678  -1.943  2.140  0.0591
H  2.118  -1.878  0.352  0.0845
H  -2.567  -0.696  -0.263  0.1018
H  -0.727  2.806  -1.375  0.1760
H  0.690  1.899  -1.112  0.1019

Charge = +1
HOMO-LUMO gap = 9.762 eV
LUMO level = -4.949 eV
HOMO level = -14.712 eV

---

Of them, arrangement B has the highest stability.

---

Arrangement A

This record from OMol25 describes a 2-piece molecular cluster, C3H11N4O overall. The level of theory is ωB97M-V/def2-TZVPD.

Last column: Löwdin charge in e.
Positions of all 19 atoms, in Å:
C  -0.693  -1.143  2.162  -0.0137
N  0.512  2.082  0.889  0.1866
C  -0.278  1.068  1.216  -0.1520
N  0.153  -0.096  1.592  0.0361
H  -0.541  -2.080  1.631  0.0976
H  -1.738  -0.880  2.042  0.0965
H  -0.485  -1.266  3.218  0.1006
H  1.475  1.874  0.648  0.1350
H  0.102  2.801  0.308  0.1310
H  -1.353  1.260  1.170  0.1710
H  1.139  -0.313  1.507  0.1686
N  -0.184  -1.522  -1.982  0.1607
C  0.651  -0.448  -1.830  -0.6852
N  0.123  0.784  -2.225  0.1254
O  1.765  -0.542  -1.352  0.0268
H  0.139  -2.338  -1.488  0.1076
H  -1.182  -1.388  -2.019  0.1021
H  0.882  1.416  -2.451  0.1028
H  -0.488  0.733  -3.036  0.1025

Charge = +1
HOMO-LUMO gap = 10.289 eV
LUMO level = -3.439 eV
HOMO level = -13.728 eV

---

Arrangement B

This record from OMol25 describes a 2-piece molecular cluster, C3H11N4O overall. The level of theory is ωB97M-V/def2-TZVPD.

Last column: Löwdin charge in e.
Positions of all 19 atoms, in Å:
C  0.289  -1.953  0.673  -0.1058
C  0.096  -1.848  -0.640  -0.2008
N  -0.750  -2.622  -1.384  0.0840
N  1.120  -0.941  1.354  0.1595
H  -0.150  -2.700  1.312  0.1175
H  0.594  -1.048  -1.181  0.1344
H  -0.474  -2.780  -2.341  0.1055
H  -1.090  -3.457  -0.928  0.1067
H  1.067  -1.052  2.367  0.1671
H  0.784  0.047  1.139  0.0736
H  2.101  -1.017  1.085  0.1650
N  0.311  3.254  -0.529  0.1799
C  -0.180  2.182  0.139  -0.6170
N  -1.477  1.846  -0.158  0.1702
O  0.497  1.577  0.976  -0.0013
H  -0.348  3.936  -0.867  0.1167
H  1.169  3.633  -0.160  0.1211
H  -1.772  1.969  -1.113  0.1110
H  -1.787  0.970  0.255  0.1126

Charge = +1
HOMO-LUMO gap = 10.072 eV
LUMO level = -2.711 eV
HOMO level = -12.783 eV

---

Of them, arrangement A has the highest stability.